Entry 1:
This record from the Open Molecules 2025 dataset describes a structure of composition C26H25Cl3GaN4O2STe at a distorted geometry. The level of theory is ωB97M-V/def2-TZVPD.

Element x y z (Å)
1 Ga 10.268 15.032 6.477
2 C 6.388 13.247 5.903
3 C 7.575 14.149 6.083
4 N 8.793 13.738 6.063
5 N 9.122 12.436 5.984
6 C 10.380 12.283 6.457
7 O 11.183 13.264 6.594
8 C 10.842 10.926 6.744
9 C 9.934 9.863 6.908
10 C 10.424 8.627 7.279
11 C 11.777 8.440 7.423
12 C 12.677 9.453 7.203
13 C 12.189 10.729 6.911
14 C 7.401 15.587 6.409
15 C 6.188 16.211 6.519
16 C 6.124 17.594 6.701
17 C 7.282 18.327 6.756
18 C 8.517 17.621 6.654
19 N 8.541 16.295 6.485
20 H 6.649 12.233 5.732
21 H 5.711 13.638 5.099
22 H 5.823 13.183 6.829
23 H 8.876 9.965 6.720
24 H 9.737 7.832 7.421
25 H 12.097 7.437 7.569
26 H 13.718 9.241 7.252
27 H 12.879 11.518 6.746
28 H 5.302 15.587 6.379
29 H 5.138 18.051 6.789
30 H 7.293 19.412 6.900
31 H 9.447 18.153 6.701
32 O 10.253 15.168 8.456
33 S 11.133 14.233 9.331
34 C 11.339 15.276 10.817
35 C 9.889 15.457 11.287
36 C 9.345 14.024 11.378
37 C 9.914 13.215 10.230
38 H 11.949 16.143 10.529
39 H 11.919 14.686 11.558
40 H 9.308 16.082 10.585
41 H 9.879 15.977 12.230
42 H 8.292 13.963 11.462
43 H 9.702 13.569 12.302
44 H 9.173 12.892 9.514
45 H 10.374 12.298 10.596
46 Te 12.087 16.128 5.177
47 C 12.103 17.941 6.351
48 C 12.023 17.925 7.736
49 C 12.029 19.083 8.465
50 C 12.063 20.314 7.859
51 C 12.183 20.371 6.475
52 C 12.160 19.166 5.697
53 H 12.041 17.024 8.290
54 H 11.968 18.992 9.550
55 H 11.930 21.213 8.470
56 H 12.207 21.363 6.054
57 H 12.154 19.247 4.619
58 Cl 15.296 13.665 6.047
59 C 15.815 14.520 7.492
60 Cl 17.093 13.629 8.351
61 Cl 16.453 16.114 7.095
62 C 14.709 14.663 8.451
63 N 13.894 14.851 9.230

The LUMO energy comes out at -3.45 eV. As for the charge: +1. The calculation puts the highest occupied orbital energy at -10.37 eV. For the energy relative to the best compared isomer or geometry (same formula, charge and spin), the calculation gives 0.0 kcal per mole. As for the spin multiplicity: 1. The calculation puts the gap between HOMO and LUMO at 6.913 eV.

=====

Entry 2:
This record from the Open Molecules 2025 dataset describes a cluster of 2 separate species, C17H19FN2S in total at a distorted geometry. The level of theory is ωB97M-V/def2-TZVPD.

Element x y z (Å)
1 C 2.114 1.694 3.250
2 H 1.682 0.874 3.751
3 H 2.970 2.101 3.543
4 H 1.306 2.543 3.160
5 C 2.365 1.493 1.784
6 N 1.439 0.517 1.326
7 C 0.138 0.842 1.405
8 S -0.361 2.489 1.269
9 N -0.676 -0.113 0.951
10 C -1.988 -0.249 0.321
11 C -2.352 0.707 -0.434
12 C -3.572 0.670 -1.135
13 C -4.464 -0.483 -1.077
14 C -3.695 -1.793 -0.454
15 C -2.573 -1.401 0.184
16 F -1.938 -2.591 1.038
17 H -4.313 -2.667 -0.319
18 H -5.249 -0.799 -1.523
19 H -4.165 1.368 -1.727
20 H -2.008 1.673 -0.280
21 H -0.358 -1.014 1.249
22 C 2.037 -0.841 0.655
23 C 1.212 -1.092 -0.763
24 C 1.026 -0.084 -1.533
25 C 0.317 -0.099 -3.077
26 C -0.364 -1.482 -3.135
27 C -0.237 -2.382 -2.091
28 C 0.688 -2.333 -1.152
29 H 0.797 -3.087 -0.190
30 H -0.561 -3.500 -2.331
31 H -0.826 -1.628 -4.079
32 H 0.059 0.745 -3.569
33 H 1.342 0.964 -1.469
34 H 1.720 -1.518 1.278
35 H 2.922 -0.578 0.361
36 C 2.998 2.324 0.794
37 H 3.700 3.125 1.198
38 H 2.078 2.953 0.957
39 H 3.240 2.085 -0.088
40 H 3.550 0.566 1.950

The LUMO energy comes out at 0.26 eV. The calculation puts the highest occupied orbital energy at -7.81 eV. For the energy relative to the best compared isomer or geometry (same formula, charge and spin), the calculation gives 327.5 kcal per mole. As for the spin multiplicity: 1. The calculation puts the gap between HOMO and LUMO at 8.068 eV.

=====

Entry 3:
This record from the Open Molecules 2025 dataset describes a structure of composition C15H25I2N4 at a distorted geometry. The level of theory is ωB97M-V/def2-TZVPD.

Element x y z (Å)
1 C -3.481 -0.370 -3.882
2 C -1.931 -0.450 -3.436
3 C -1.173 -1.817 -3.784
4 N -1.383 0.620 -2.856
5 C -0.676 0.264 -1.627
6 N 0.577 -0.438 -1.535
7 C 0.968 -0.657 -0.140
8 C 2.275 -1.427 0.358
9 C 2.852 -2.243 -0.918
10 N 3.553 -1.324 -1.873
11 C -0.130 -0.042 0.747
12 C -0.334 0.025 2.326
13 C 1.009 -0.089 3.189
14 C 0.595 0.332 4.713
15 C 2.184 0.914 2.752
16 N -1.056 0.482 -0.251
17 C -2.323 1.193 0.095
18 I -4.282 0.270 -0.237
19 C -2.297 2.515 0.659
20 C -0.945 3.301 0.985
21 I -4.163 3.587 1.110
22 H -4.030 0.515 -3.425
23 H -3.463 -0.324 -5.035
24 H -3.944 -1.391 -3.626
25 H -0.863 -2.391 -2.845
26 H -1.889 -2.513 -4.361
27 H -0.304 -1.605 -4.504
28 H 1.040 -0.712 -2.410
29 H 3.091 -0.688 0.653
30 H 1.969 -2.097 1.226
31 H 3.481 -3.154 -0.619
32 H 1.943 -2.673 -1.493
33 H 3.150 -0.379 -1.789
34 H 3.441 -1.636 -2.854
35 H -0.829 1.044 2.547
36 H -1.063 -0.799 2.633
37 H 1.434 -1.146 3.277
38 H -0.229 -0.397 5.071
39 H 0.070 1.358 4.614
40 H 1.489 0.352 5.418
41 H 2.103 1.965 3.188
42 H 2.309 0.988 1.621
43 H 3.164 0.470 3.177
44 H -0.549 3.100 2.051
45 H -0.177 3.040 0.178
46 H -1.184 4.426 0.913

The LUMO energy comes out at -3.39 eV. As for the charge: +1. The calculation puts the highest occupied orbital energy at -11.82 eV. As for the spin multiplicity: 1. The calculation puts the gap between HOMO and LUMO at 8.439 eV.

=====

Entry 4:
This record from the Open Molecules 2025 dataset describes the molecule C4H8O at a distorted geometry. The level of theory is ωB97M-V/def2-TZVPD.

Element x y z (Å)
1 C 2.007 0.104 -0.039
2 O 0.868 -0.685 -0.268
3 C -0.250 -0.282 0.398
4 C -1.219 0.756 -0.157
5 C -1.547 -0.708 -0.131
6 H 1.884 1.174 -0.396
7 H 2.229 0.042 1.037
8 H 2.849 -0.368 -0.609
9 H -0.137 -0.254 1.437
10 H -1.812 1.463 0.429
11 H -1.037 1.086 -1.161
12 H -2.281 -1.066 0.530
13 H -1.555 -1.264 -1.069

The LUMO energy comes out at 1.22 eV. As for the SMILES: COC1CC1. The calculation puts the highest occupied orbital energy at -9.51 eV. For the energy relative to the best compared isomer or geometry (same formula, charge and spin), the calculation gives 39.6 kcal per mole. As for the spin multiplicity: 1. The calculation puts the gap between HOMO and LUMO at 10.728 eV.

=====

Entry 5:
This record from the Open Molecules 2025 dataset describes a structure of composition C3H2EuO3 at a distorted geometry. The level of theory is ωB97M-V/def2-TZVPD.

Element x y z (Å)
1 O 2.028 1.952 -0.420
2 C 1.100 1.182 -0.343
3 O 1.054 -0.072 -0.203
4 O -0.334 1.765 -0.166
5 C -1.558 1.113 -0.367
6 C -2.632 1.914 -0.454
7 H -3.634 1.486 -0.387
8 H -2.548 3.006 -0.526
9 Eu -0.830 -1.148 0.158

The LUMO energy (alpha / beta) comes out at -1.44 / -1.37 eV. The calculation puts the highest occupied orbital energy (alpha / beta) at -7.65 / -7.65 eV. For the energy relative to the best compared isomer or geometry (same formula, charge and spin), the calculation gives 19.0 kcal per mole. As for the spin multiplicity: 8. The calculation puts the gap between HOMO and LUMO (alpha / beta) at 6.202 / 6.283 eV.

=====

Entry 6:
This record from the Open Molecules 2025 dataset describes the molecule C19H30N2O2 at a distorted geometry. The level of theory is ωB97M-V/def2-TZVPD.

Element x y z (Å)
1 C -2.950 -2.896 -1.290
2 C -3.266 -2.673 0.067
3 N -3.205 -1.504 0.700
4 C -3.928 -0.382 0.053
5 C -5.398 -0.590 -0.063
6 C -1.951 -1.389 1.185
7 C -0.806 -0.940 0.277
8 C 0.329 -0.303 1.075
9 N 1.619 -0.085 0.396
10 C 2.246 -1.025 -0.011
11 C 3.623 -0.801 -0.445
12 C 4.397 -0.878 -1.638
13 C 5.741 -0.306 -1.159
14 C 5.788 -0.448 0.036
15 C 6.970 -0.368 1.148
16 O 4.520 -0.771 0.810
17 C 1.382 1.065 -0.941
18 C 0.720 2.136 -0.292
19 C 1.005 3.005 0.469
20 C -0.115 4.181 0.519
21 C -1.211 3.356 -0.048
22 C -2.531 3.875 -0.499
23 O -0.622 2.194 -0.596
24 H -3.462 -2.278 -2.019
25 H -1.936 -2.577 -1.568
26 H -2.941 -3.868 -1.789
27 H -2.995 -3.420 0.742
28 H -4.458 -2.986 0.121
29 H -3.270 -0.342 -0.944
30 H -3.561 0.642 0.508
31 H -5.744 -1.176 -0.851
32 H -5.602 0.426 -0.467
33 H -5.694 -0.773 0.928
34 H -2.158 -0.416 2.026
35 H -1.836 -2.184 2.161
36 H -0.377 -1.977 0.112
37 H -1.236 -0.210 -0.156
38 H 0.029 0.661 1.625
39 H 0.558 -0.857 2.089
40 H 2.279 -1.829 0.849
41 H 1.790 -1.640 -0.749
42 H 3.834 -0.663 -2.352
43 H 6.469 -0.184 -1.971
44 H 7.787 0.001 0.612
45 H 6.805 0.707 1.726
46 H 7.103 -1.057 1.796
47 H 2.407 1.188 -1.222
48 H 0.843 0.448 -1.275
49 H 1.995 3.569 0.951
50 H -0.267 4.889 1.069
51 H -2.720 3.876 -1.646
52 H -2.757 4.729 0.084
53 H -3.242 2.851 -0.139

The LUMO energy comes out at 0.72 eV. As for the SMILES: CCN(CC)CCCN(Cc1ccc(C)o1)Cc1ccc(C)o1. The calculation puts the highest occupied orbital energy at -7.89 eV. For the energy relative to the best compared isomer or geometry (same formula, charge and spin), the calculation gives 490.5 kcal per mole. As for the spin multiplicity: 1. The calculation puts the gap between HOMO and LUMO at 8.613 eV.

=====

- Number 4 is which compound?
  C4H8O